C69H153N5O11 | the ωB97M-V functional and the def2-TZVPD basis

The geometry in XYZ format:
```
238
Properties=species:S:1:pos:R:3:forces:R:3
C 5.6825 -4.7957 -1.4897 -0.349 0.410 0.063
C 6.0540 -3.7346 -0.4368 0.388 -1.484 -0.167
O 6.8320 -3.9848 0.4581 -0.266 0.265 -0.049
C 5.4743 -2.3595 -0.6175 0.231 0.133 -0.154
H 5.8685 -4.3300 -2.4586 -0.112 -0.053 -0.211
H 4.6094 -5.0578 -1.4517 0.350 0.313 0.100
H 6.2336 -5.7390 -1.4465 0.156 0.391 0.407
H 5.0955 -1.9835 0.3315 -0.063 -0.002 -0.027
H 4.7041 -2.3554 -1.3837 -0.088 0.087 0.067
H 6.3037 -1.7050 -0.9252 -0.237 -0.079 0.027
C 4.4714 6.2499 0.1678 -0.326 -0.469 -0.336
C 4.4289 5.7102 -1.2584 -0.247 0.358 -0.207
O 5.3749 5.9352 -1.9784 0.161 -0.201 -0.215
C 3.2225 4.9381 -1.8260 0.568 -0.284 0.472
H 3.5052 6.1924 0.6742 0.258 0.068 0.039
H 4.8762 7.2575 0.1436 -0.283 0.243 -0.159
H 5.2358 5.6908 0.7045 -0.171 -0.361 0.121
H 2.2729 5.4695 -1.7684 0.110 0.248 0.084
H 3.0956 4.0173 -1.2484 0.027 0.080 0.104
H 3.4430 4.6482 -2.8568 -0.018 0.231 0.115
C 4.0963 -1.3779 -5.4910 0.225 0.150 -0.546
C 3.4261 -1.9435 -4.2971 0.077 0.354 0.337
O 3.1355 -3.1064 -4.2611 -0.467 -1.057 0.362
C 3.1791 -0.9836 -3.1610 0.138 0.251 -0.092
H 3.3351 -0.9300 -6.1279 -0.082 0.075 -0.131
H 4.6175 -2.1549 -6.0593 -0.109 0.201 0.181
H 4.7578 -0.5837 -5.1795 0.383 0.268 -0.147
H 4.1538 -0.6178 -2.8184 -0.113 -0.024 0.058
H 2.6364 -1.4217 -2.3293 -0.056 -0.124 -0.024
H 2.6524 -0.1009 -3.5328 -0.069 -0.023 0.023
C 0.2194 7.7047 3.3454 0.138 -0.333 0.075
C 0.8049 6.4081 2.7880 -0.262 0.506 -0.258
O 1.4735 6.4293 1.7732 -0.215 -0.172 0.503
C 0.4042 5.1401 3.4866 0.243 -0.242 -0.085
H -0.7049 7.5309 3.9070 0.001 -0.009 -0.327
H 0.0832 8.3767 2.4973 -0.072 0.140 0.274
H 0.9000 8.1484 4.0812 0.140 -0.040 -0.276
H 1.1123 4.3412 3.2711 -0.138 -0.046 -0.272
H -0.6061 4.8715 3.1249 0.354 -0.023 0.244
H 0.3920 5.2652 4.5659 -0.289 0.131 0.123
C 1.6309 -4.4957 -1.3844 0.187 -0.320 0.699
C 1.7932 -5.9986 -1.2078 -0.442 -0.397 -0.302
O 2.7758 -6.5181 -0.7104 -0.637 0.564 -0.190
C 0.6650 -6.8221 -1.8263 -0.021 -0.266 0.049
H 2.1143 -4.0303 -0.5283 0.170 0.268 0.001
H 0.5846 -4.1803 -1.4187 0.147 -0.198 -0.146
H 2.1383 -4.1986 -2.3036 -0.008 0.065 -0.062
H 0.7130 -6.6077 -2.9107 -0.359 -0.035 0.480
H -0.3501 -6.5930 -1.4319 0.755 0.312 -0.385
H 0.8161 -7.8891 -1.6763 0.301 -0.018 0.052
C 4.2433 -3.2699 3.1057 0.291 0.357 -0.840
C 3.6864 -4.5134 2.4131 0.443 -0.650 -0.341
C 3.8251 -5.5722 3.5224 0.073 0.887 0.216
O 4.9026 -5.0989 4.3575 0.475 -0.423 0.032
C 5.3815 -3.8135 3.9467 -0.764 -0.218 -0.001
H 3.4738 -2.7967 3.7136 -0.029 0.015 0.176
H 4.6180 -2.5329 2.3882 -0.162 0.002 0.112
H 4.3206 -4.8490 1.5752 0.070 0.361 0.290
H 2.6973 -4.4092 1.9589 -0.135 0.073 0.474
H 4.0556 -6.5652 3.1275 -0.012 0.099 0.151
H 2.9479 -5.6068 4.1811 -0.093 -0.201 -0.260
H 6.3169 -3.8496 3.3826 -0.044 -0.381 -0.152
H 5.5715 -3.2130 4.8345 -0.062 -0.045 0.184
C 7.1775 2.4287 -1.5863 -0.607 0.884 -0.425
C 5.8955 1.5981 -1.7748 0.046 0.025 -0.525
C 5.1783 1.7556 -0.4351 0.084 -0.239 -0.025
O 5.4668 3.0837 -0.0526 0.330 0.228 -0.269
C 6.8758 3.2299 -0.3194 -0.338 0.097 0.628
H 7.3471 3.1222 -2.4259 0.089 -0.482 0.211
H 8.0141 1.7569 -1.4524 0.363 0.111 -0.015
H 6.2170 0.5962 -2.0777 -0.579 -0.092 0.231
H 5.2412 2.0182 -2.5554 0.326 -0.133 0.141
H 5.5925 1.1017 0.3385 -0.061 -0.395 -0.031
H 4.0973 1.6212 -0.4996 0.025 0.027 0.091
H 7.4235 2.7895 0.5164 0.090 0.082 0.212
H 7.0704 4.3011 -0.3547 0.108 -0.094 -0.201
C -1.6549 -4.7288 2.6989 -1.039 0.455 0.049
C -0.8035 -4.4057 3.9124 0.189 0.045 0.128
C 0.1688 -3.3338 3.3952 -0.424 -0.636 -0.641
O 0.1935 -3.5144 1.9515 0.012 0.329 0.402
C -0.7097 -4.5461 1.5373 0.443 0.183 0.095
H -2.4703 -4.0114 2.5935 -0.143 0.025 0.072
H -2.0880 -5.7212 2.8096 -0.023 -0.051 -0.321
H -0.3068 -5.3405 4.1401 0.588 -0.033 0.322
H -1.3623 -4.1172 4.8130 0.071 0.074 -0.374
H 1.1856 -3.5034 3.7164 0.304 0.129 0.423
H -0.1576 -2.3136 3.6657 0.121 -0.343 -0.313
H -0.1798 -5.4754 1.3182 0.322 -0.068 0.041
H -1.1482 -4.1964 0.6033 -0.329 -0.081 0.035
C -0.9211 -4.4175 -5.6136 0.014 0.988 -0.653
C -2.2179 -5.1389 -5.2818 -0.029 -0.546 0.074
C -1.9431 -5.6104 -3.8766 -0.463 -0.213 1.031
O -0.9494 -4.7494 -3.3037 -0.461 0.173 -0.103
C -0.5465 -3.7931 -4.2723 -0.002 0.250 -0.224
H -1.1838 -3.7048 -6.4028 0.575 0.247 0.166
H -0.0685 -5.0158 -5.9712 -0.636 -0.281 0.087
H -2.4500 -5.9371 -6.0010 0.026 0.120 0.361
H -3.0969 -4.4780 -5.1983 0.478 0.127 -0.455
H -1.5475 -6.6135 -3.8038 0.021 -0.481 -0.126
H -2.8524 -5.5398 -3.2617 0.168 -0.165 -0.061
H 0.5156 -3.6407 -4.1121 0.235 0.108 -0.257
H -1.0462 -2.8239 -4.1287 -0.150 -0.134 0.092
C -2.0470 6.0082 0.1579 0.083 0.283 0.218
C -2.8909 6.2410 1.4409 0.218 0.784 -0.472
C -3.5373 4.9045 1.6528 0.267 -1.003 0.854
O -2.6079 3.9585 1.0758 -0.978 0.153 0.233
C -2.2777 4.5440 -0.1641 0.329 -0.557 -0.765
H -0.9886 6.1498 0.3794 -0.030 0.268 -0.170
H -2.3818 6.6852 -0.6205 0.260 0.001 -0.292
H -3.6036 7.0720 1.3165 0.164 -0.390 0.077
H -2.2267 6.5025 2.2552 0.015 0.016 0.281
H -4.5254 4.8608 1.1961 -0.053 -0.220 -0.407
H -3.6613 4.6064 2.6986 0.069 0.145 -0.074
H -3.0703 4.3931 -0.9091 -0.318 0.120 0.203
H -1.4195 3.9986 -0.5815 0.006 0.369 0.287
C -2.0036 0.3390 3.8986 0.295 0.436 -0.075
C -3.2510 0.4969 4.7439 0.000 0.696 0.290
C -2.7933 1.4987 5.8008 -0.436 -0.613 1.009
O -1.7547 2.2522 5.2514 0.387 0.685 0.015
C -1.3794 1.7389 3.9836 -0.361 -0.122 -0.012
H -2.2893 0.0999 2.8813 0.376 -0.358 -0.248
H -1.2748 -0.3602 4.3143 -0.289 -0.303 -0.101
H -3.6166 -0.4133 5.2093 -0.144 -0.132 -0.162
H -4.0384 0.9798 4.1504 0.109 -0.356 0.044
H -2.3893 0.9728 6.6872 -0.315 0.136 -0.141
H -3.6136 2.1556 6.1213 0.195 -0.077 0.027
H -0.2831 1.7045 3.9875 -0.204 0.190 -0.510
H -1.8233 2.3957 3.2191 0.551 -0.091 -0.111
C -1.0561 2.8732 -3.9056 -0.169 0.430 0.089
C -1.7744 4.1151 -4.4482 -0.926 -0.937 -1.003
N -1.1900 4.6333 -5.7075 0.136 0.378 1.103
C -2.0566 5.6510 -6.3251 0.180 0.566 0.803
C -3.2765 5.0955 -7.0512 0.320 -0.088 -0.062
C 0.1779 5.1021 -5.4209 0.485 -0.007 -0.844
C 0.3908 6.1787 -4.3504 -0.908 -0.178 -0.141
H -1.6013 2.4557 -3.0565 -0.138 -0.011 -0.092
H -0.0886 3.1706 -3.5118 0.265 -0.089 0.040
H -0.9061 2.0964 -4.6511 -0.070 0.009 -0.134
H -2.8222 3.8925 -4.7134 0.334 -0.285 0.251
H -1.8631 4.8131 -3.6149 0.236 0.645 -0.066
H -2.3961 6.3582 -5.5408 0.015 0.013 -0.247
H -1.4333 6.2446 -7.0119 -0.204 -0.292 0.057
H -4.0303 4.6527 -6.3966 0.150 0.077 0.053
H -3.7617 5.8681 -7.6474 -0.003 0.121 0.119
H -2.9318 4.3358 -7.7383 -0.022 -0.350 -0.238
H 0.6419 5.4729 -6.3488 -0.370 -0.089 0.051
H 0.7366 4.1972 -5.2030 0.255 -0.019 0.279
H 0.0281 5.8609 -3.3724 0.005 0.006 0.059
H -0.1753 7.0675 -4.6443 0.140 0.076 0.177
H 1.4320 6.4460 -4.2380 0.304 0.011 -0.146
C 3.9961 2.9871 3.8752 0.157 0.071 0.503
C 4.4214 1.5313 3.9808 0.429 -0.370 0.322
N 4.4037 1.0096 5.3691 0.147 0.194 -0.315
C 3.0671 0.8490 5.9210 -0.296 0.805 0.126
C 2.2024 -0.2149 5.2577 0.021 -0.296 -0.031
C 5.2321 -0.1783 5.5288 0.815 0.178 0.678
C 5.4533 -0.5771 7.0069 0.153 0.277 -0.412
H 4.6480 3.6131 4.4909 -0.045 -0.101 0.083
H 2.9777 3.1112 4.2599 0.065 0.128 -0.320
H 4.0940 3.3673 2.8574 -0.278 -0.172 -0.087
H 3.8202 0.9181 3.2914 -0.068 -0.052 0.063
H 5.4576 1.4281 3.6249 -0.214 0.072 0.120
H 3.1210 0.5953 6.9810 0.323 -0.040 0.001
H 2.6038 1.8532 5.9503 -0.074 -0.482 -0.343
H 1.2261 -0.2683 5.7433 -0.128 0.157 -0.189
H 2.0965 -0.1161 4.1675 -0.115 0.168 0.459
H 2.6696 -1.1829 5.4487 -0.003 -0.146 -0.132
H 6.2460 0.0543 5.1945 -0.096 0.241 -0.348
H 4.9142 -1.0067 4.9020 -0.316 -0.448 -0.051
H 6.2511 -1.3200 7.1054 -0.267 -0.142 -0.248
H 4.5640 -0.9454 7.5149 0.003 -0.002 0.020
H 5.8476 0.3043 7.5217 -0.337 0.008 0.091
C -3.7932 -3.0322 -1.7174 -0.790 -0.673 0.047
C -5.1396 -3.6211 -2.2111 0.899 1.143 0.367
N -5.2684 -3.4565 -3.6332 -0.447 0.039 -1.195
C -5.0599 -2.0920 -4.1354 0.435 0.126 -0.618
C -6.0470 -1.0359 -3.6405 0.009 -0.300 0.108
C -6.5285 -4.0252 -4.1556 0.240 -0.556 0.881
C -6.5006 -5.5766 -4.1187 -0.182 0.239 -0.681
H -3.7427 -3.1938 -0.6514 0.189 -0.111 0.475
H -3.7403 -1.9590 -1.8615 -0.004 0.148 -0.169
H -2.9441 -3.5221 -2.1832 0.172 0.002 -0.154
H -5.2229 -4.6759 -1.9694 0.090 -0.098 0.109
H -5.9253 -3.0796 -1.6596 -0.223 -0.176 -0.027
H -4.0099 -1.7936 -4.0564 -0.071 -0.043 0.642
H -5.1502 -2.1407 -5.2219 -0.262 -0.190 -0.128
H -5.8922 -0.0435 -4.0542 0.370 0.042 -0.198
H -7.0164 -1.3602 -4.0305 -0.224 0.202 0.627
H -6.0184 -0.9218 -2.5465 -0.347 -0.178 -0.273
H -6.6781 -3.6535 -5.1722 0.148 -0.290 -0.033
H -7.3870 -3.6544 -3.5822 -0.129 -0.004 0.138
H -5.6785 -5.8781 -4.7690 0.176 -0.221 0.218
H -7.4005 -6.0119 -4.5772 0.056 0.311 0.162
H -6.3988 -6.0612 -3.1337 0.077 0.542 -0.300
C 0.7353 2.7165 0.5212 1.170 0.539 0.797
C -0.2054 1.5643 0.4860 -0.688 0.469 -0.351
N 0.4573 0.2875 0.3593 1.464 1.407 0.479
C -0.3865 -0.7012 -0.1876 -0.985 -1.885 0.143
C -0.6717 -0.6533 -1.6929 1.128 1.149 0.235
C 1.1032 -0.0638 1.6534 -0.973 -0.409 -0.312
C 2.3520 -0.9028 1.5071 0.058 0.268 0.309
H 1.4721 2.4991 1.3078 0.395 0.152 -0.520
H 0.2938 3.6315 0.9167 -0.364 0.100 -0.432
H 1.2294 2.8990 -0.4426 -0.042 -0.040 0.334
H -0.8199 1.6269 1.3858 -0.346 -0.270 0.190
H -0.8737 1.7379 -0.3550 -0.253 -0.372 -0.138
H 0.1009 -1.6486 0.0020 0.102 -0.469 0.059
H -1.3164 -0.7563 0.3995 -0.303 -0.048 -0.059
H -1.2685 0.2099 -1.9806 -0.128 0.120 0.010
H 0.3259 -0.5081 -2.1414 -0.406 -0.169 -0.260
H -1.1454 -1.5303 -2.1139 -0.027 -0.358 0.277
H 0.3875 -0.6106 2.3051 0.030 0.066 -0.315
H 1.2926 0.8585 2.2026 0.231 -0.013 -0.153
H 3.1287 -0.3624 0.9706 0.060 0.091 -0.181
H 2.1130 -1.8178 0.9751 0.103 -0.283 -0.007
H 2.7515 -1.1459 2.5022 -0.165 -0.094 -0.392
C -8.3644 -2.0264 0.1276 -0.040 -0.216 -0.249
C -7.9017 -1.2763 1.3598 -0.214 0.768 -0.461
N -6.7985 -0.3618 1.0712 0.703 0.411 0.519
C -5.5387 -1.1132 0.9783 -0.278 -0.118 -0.386
C -4.3718 -0.2323 0.5875 -0.019 0.581 0.318
C -6.7100 0.7641 2.0434 -0.312 -0.390 -0.440
C -6.6192 0.3373 3.5061 -0.377 0.589 0.160
H -8.6858 -1.3871 -0.7014 0.182 0.169 0.271
H -9.2299 -2.6161 0.4226 -0.008 -0.334 -0.132
H -7.5767 -2.6852 -0.2533 -0.274 -0.045 0.067
H -8.7435 -0.6698 1.7130 0.102 -0.091 0.137
H -7.6569 -2.0144 2.1318 0.076 0.045 0.239
H -5.3366 -1.6726 1.9036 0.138 0.064 0.149
H -5.6887 -1.8753 0.2133 0.039 -0.022 -0.062
H -4.1015 0.4059 1.4286 0.047 0.199 0.009
H -3.4539 -0.7538 0.3352 -0.121 -0.377 -0.177
H -4.6605 0.4278 -0.2388 0.101 -0.154 0.037
H -7.6245 1.3530 1.9262 -0.080 -0.107 -0.021
H -5.9144 1.4751 1.7645 -0.082 -0.584 0.013
H -5.7759 -0.3085 3.7572 -0.215 -0.088 -0.170
H -7.5785 -0.1062 3.8051 0.408 -0.195 0.038
H -6.5205 1.2486 4.1029 0.081 -0.068 0.126
```
Positions in Å, forces in eV/Å.

Summary:
HOMO energy = -8.3 eV
LUMO energy = 0.364 eV
E = -3822.060449 hartree
Gap between HOMO and LUMO = 8.6 eV